Record 1
# C46H40N10O5S7V

C46H40N10O5S7V as an isolated structure (wB97M-V/def2-TZVPD, the Open Molecules 2025 dataset).

Geometry as XYZ:
```
109
Properties=species:S:1:pos:R:3:mulliken_charge:R:1
V 0.19908 0.04667 0.19921 1.17
O -3.43938 2.09325 6.50908 -0.71
C -2.65264 1.66384 5.66724 0.58
S -0.98176 1.23503 5.97620 -0.30
C -0.50735 0.65584 4.36414 0.17
C -1.50752 0.74621 3.43696 0.21
S -1.60364 0.31501 1.71676 -0.84
S -3.06295 1.39568 3.98769 -0.18
S 1.09239 0.03565 4.25386 -0.30
S 1.46898 -1.81487 0.64419 -0.31
C 3.01078 -0.96311 0.59351 0.46
N 4.10831 -1.67028 0.68959 -1.12
N 5.29048 -0.89585 0.78175 0.05
C 5.79194 0.06667 -0.04706 0.82
C 6.92548 0.80642 0.35347 -0.71
C 7.51829 1.72663 -0.50015 -0.51
C 7.01136 1.95836 -1.77883 -0.69
C 5.89472 1.22642 -2.18259 -0.57
C 5.29531 0.29379 -1.34321 -0.14
N 3.00806 0.40362 0.57089 -0.66
N 1.80061 0.96933 0.73600 1.14
C 1.99740 2.33739 1.18969 -0.32
C 1.01387 2.97671 1.93699 0.10
C 1.22910 4.25610 2.43479 -0.73
C 2.41273 4.93841 2.17049 -0.83
C 3.38804 4.31125 1.40582 -0.21
C 3.19239 3.01706 0.93250 -1.23
H 5.81861 -1.11567 1.59824 0.18
H 7.32748 0.64996 1.35196 0.31
H 8.39425 2.27199 -0.16071 0.34
H 7.48005 2.67716 -2.44279 0.38
H 5.48688 1.37491 -3.18000 0.35
H 4.46196 -0.29916 -1.67790 0.68
H 0.09702 2.44909 2.16762 0.21
H 0.45888 4.71495 3.04776 0.51
H 2.57633 5.93580 2.56868 0.35
H 4.31737 4.82479 1.18062 0.40
H 3.97469 2.49855 0.38943 0.69
N -5.22235 5.18574 -3.36819 -0.62
C -4.65101 3.93834 -3.05171 1.02
C -4.27696 3.05916 -4.06659 -0.82
C -3.78021 1.80236 -3.76111 -0.23
C -3.66225 1.41100 -2.43632 -0.48
C -4.05436 2.27249 -1.41139 -0.54
C -4.53464 3.53542 -1.72132 -0.67
S -3.12115 -0.20708 -1.98673 1.61
O -3.15097 -1.03913 -3.16255 -0.87
O -3.95631 -0.58379 -0.88109 -0.87
N -1.61435 -0.07081 -1.42055 -0.08
C -0.61769 0.25885 -2.28254 -0.29
N -0.80145 0.71291 -3.56056 -0.34
C 0.28299 0.91777 -4.26944 -0.63
C 1.58293 0.69594 -3.79728 -0.67
C 1.69171 0.32561 -2.48186 0.21
N 0.62303 0.14238 -1.71440 0.66
H -4.94592 5.55153 -4.26197 0.21
H -5.13756 5.87233 -2.64105 0.23
H -4.38687 3.36503 -5.10312 0.29
H -3.48076 1.10584 -4.53886 0.46
H -4.00917 1.92138 -0.38243 0.51
H -4.83690 4.21732 -0.92644 0.27
H 0.11882 1.28840 -5.28250 0.39
H 2.45704 0.84242 -4.41306 0.47
H 2.64098 0.18178 -1.99540 -0.07
O -1.46207 -2.43431 0.18667 -0.59
S -1.08299 -3.86973 -0.11061 0.45
C -1.48033 -4.79818 1.41986 -1.20
C -1.34568 -3.84208 2.56774 0.15
C -2.46840 -3.16429 3.03435 0.01
C -2.35915 -2.25818 4.08217 -0.96
C -1.12190 -2.02081 4.66922 -0.26
C 0.00766 -2.67804 4.19095 -0.77
C -0.10642 -3.58264 3.14381 -0.16
C -2.38924 -4.54143 -1.20178 -1.00
C -3.79993 -4.57705 -0.66242 0.13
C -4.51545 -5.77294 -0.67258 -0.45
C -5.82902 -5.82985 -0.21436 -0.58
C -6.44279 -4.68419 0.27253 -0.48
C -5.73216 -3.48595 0.29872 -1.06
C -4.41824 -3.42734 -0.16377 0.74
H -0.74730 -5.60872 1.45895 0.60
H -2.48682 -5.20063 1.34344 0.50
H -3.43098 -3.33218 2.55830 0.22
H -3.23723 -1.71849 4.42431 0.34
H -1.02878 -1.30287 5.47551 0.70
H 0.98070 -2.45704 4.61059 0.57
H 0.78514 -4.06026 2.74192 0.33
H -2.04026 -5.53210 -1.50259 0.44
H -2.31894 -3.85694 -2.05301 0.39
H -4.04448 -6.67166 -1.06061 0.32
H -6.37386 -6.76559 -0.24997 0.36
H -7.47253 -4.71875 0.61543 0.37
H -6.19520 -2.57782 0.67170 0.46
H -3.88684 -2.47820 -0.16088 0.48
N 2.88506 4.94189 -1.84985 -0.13
C 1.69928 5.60414 -1.80068 -0.09
O 1.55708 6.73538 -2.23551 -0.70
C 0.55826 4.84127 -1.18092 0.48
C -0.41664 5.51649 -0.47731 -0.44
C -1.41717 4.79018 0.13975 -1.80
C -1.40407 3.40960 0.02856 -0.58
N -0.51331 2.75210 -0.69853 1.16
C 0.44470 3.46889 -1.29124 -0.67
H 3.68643 5.46673 -2.15113 0.24
H 3.03809 4.14482 -1.24985 0.03
H -0.36470 6.59654 -0.40503 0.46
H -2.18636 5.27990 0.72578 0.57
H -2.12551 2.79102 0.55185 0.89
H 1.15218 2.91319 -1.90233 0.69
```

Computed properties:
Net charge: -2
HOMO energy (alpha / beta) in eV: -1.30 / -1.28
LUMO (alpha / beta) in Ha: 0.1378 / 0.1380
Frontier orbital gap (alpha / beta) in hartree: 0.185 / 0.185
Multiplicity: 2
DFT total energy in eV: -175026.0178

Record 2
# C46H40N3O3PS2SeSr

C46H40N3O3PS2SeSr as an isolated structure (wB97M-V/def2-TZVPD, the Open Molecules 2025 dataset).

Geometry as XYZ:
```
97
Properties=species:S:1:pos:R:3:mulliken_charge:R:1
Sr -0.98729 0.20521 -0.28281 2.94
O -0.51676 0.45040 -2.54240 -0.10
S -0.75956 0.18772 -4.01574 -0.04
C -1.12261 1.79309 -4.75373 -0.90
C -0.02935 2.86452 -4.71862 -1.19
C 0.50200 3.25309 -3.33019 0.61
C -0.49192 4.06521 -2.49443 -0.73
S -0.23628 3.90753 -0.71393 -0.29
O -0.48314 2.44580 -0.41928 -0.84
C 1.52587 4.11793 -0.68978 0.56
C 2.05098 5.40174 -0.77986 -0.53
C 3.42860 5.56235 -0.76869 -0.61
C 4.25684 4.44739 -0.65092 -0.52
C 3.71075 3.17351 -0.54437 -1.08
C 2.33118 2.99497 -0.55986 -0.03
C 0.87259 -0.05564 -4.69697 0.48
C 1.02677 -0.24587 -6.06703 -0.51
C 2.29676 -0.46204 -6.57868 -0.61
C 3.39496 -0.50454 -5.72201 -0.55
C 3.22050 -0.33701 -4.35397 -0.76
C 1.95058 -0.11300 -3.82633 0.01
H -2.03719 2.07321 -4.22460 0.46
H -1.42522 1.55602 -5.77905 0.54
H -0.43790 3.74782 -5.22017 0.47
H 0.81691 2.53678 -5.32162 0.39
H 1.41585 3.83273 -3.45065 0.50
H 0.76950 2.34967 -2.78732 -0.65
H -1.52664 3.72288 -2.60614 0.43
H -0.45991 5.13709 -2.71708 0.60
H 1.39515 6.26766 -0.85654 0.40
H 3.85664 6.55552 -0.84199 0.39
H 5.33341 4.57742 -0.63703 0.40
H 4.35298 2.30298 -0.45150 0.53
H 1.90722 1.99273 -0.48677 0.49
H 0.16407 -0.22893 -6.73096 0.39
H 2.43052 -0.60622 -7.64511 0.40
H 4.38630 -0.68153 -6.12548 0.38
H 4.07193 -0.38695 -3.68385 0.50
H 1.79995 0.00385 -2.75517 0.07
C 1.84637 1.83180 3.45079 -1.27
C 0.99043 2.54204 4.26811 -1.08
C -0.36847 2.51749 3.99820 -0.83
C -0.83152 1.78791 2.91629 0.49
N -0.00358 1.10768 2.10749 1.81
C 1.30781 1.12521 2.38568 -0.72
C -2.29732 1.76945 2.56156 0.37
C -3.26543 2.25868 3.42167 -1.05
C -4.58827 2.29180 3.00793 -0.73
C -4.91429 1.84991 1.74105 -1.00
C -3.89783 1.34905 0.94514 -0.76
N -2.61781 1.28781 1.35011 1.25
H 2.91702 1.81682 3.62373 0.57
H 1.36887 3.11182 5.11102 0.44
H -1.05097 3.08229 4.62028 0.42
H 1.94515 0.55921 1.71277 0.46
H -3.00251 2.60554 4.41081 0.41
H -5.35448 2.66923 3.67473 0.43
H -5.93137 1.87221 1.37296 0.48
H -4.10564 0.97235 -0.05225 0.40
O 2.10147 -0.39412 -0.34271 -0.59
C 1.15111 -1.20931 -0.18904 0.62
C 1.55335 -2.67587 0.01391 -0.47
C 2.77047 -3.17019 -0.44456 -0.61
C 3.07211 -4.52177 -0.35371 -0.81
C 2.14757 -5.39042 0.21722 -0.77
C 0.93526 -4.90629 0.69268 -0.68
C 0.61946 -3.55027 0.58686 0.08
P -1.00670 -2.85561 1.14072 0.90
C -0.57265 -2.07463 2.75719 0.76
C 0.70198 -2.05105 3.31590 -0.18
C 0.92843 -1.42337 4.54111 -0.82
C -0.11964 -0.81651 5.22089 -0.61
C -1.39810 -0.83072 4.66690 -0.56
C -1.61586 -1.44532 3.44200 -0.58
C -1.88950 -4.34776 1.77771 -0.35
C -1.70711 -4.91624 3.03834 0.02
C -2.41454 -6.05439 3.41105 -0.72
C -3.31442 -6.64373 2.52957 -0.43
C -3.50608 -6.08936 1.27188 -0.69
C -2.80101 -4.94668 0.90409 -0.30
H 3.46743 -2.46365 -0.88366 0.48
H 4.01815 -4.90231 -0.72612 0.39
H 2.36641 -6.45158 0.29016 0.41
H 0.22896 -5.59679 1.13834 0.36
H 1.52825 -2.51629 2.78866 0.47
H 1.92817 -1.40921 4.96295 0.44
H 0.05708 -0.33022 6.17498 0.39
H -2.22297 -0.35361 5.18797 0.45
H -2.61231 -1.44327 3.00727 0.33
H -1.00486 -4.47618 3.73585 0.41
H -2.26012 -6.48403 4.39397 0.40
H -3.86734 -7.52923 2.82564 0.37
H -4.20971 -6.53844 0.57956 0.40
H -2.96323 -4.50438 -0.07583 0.44
Se -4.46863 0.13313 -3.75757 -0.31
C -3.55478 -0.40460 -2.29963 0.05
N -2.96735 -0.72911 -1.33798 -0.78
```

Computed properties:
Net charge: 0
HOMO energy in eV: -6.22
LUMO in Ha: -0.0018
Frontier orbital gap in hartree: 0.227
Multiplicity: 1
DFT total energy in eV: -156107.0233
Energy relative to the best compared isomer or geometry (same formula, charge and spin) in eV: 0.6062

Record 3
# C46H41ClGeMnN2O4S2

C46H41ClGeMnN2O4S2 as an isolated structure (wB97M-V/def2-TZVPD, the Open Molecules 2025 dataset).

Geometry as XYZ:
```
98
Properties=species:S:1:pos:R:3:mulliken_charge:R:1
Mn -0.12039 0.76223 -0.45435 0.78
Cl 5.30354 1.85253 4.31641 -0.23
C 3.89441 1.84479 3.29787 0.10
C 2.88673 2.81787 3.50567 -0.52
C 1.76259 2.84464 2.73526 -0.72
C 1.55993 1.89144 1.69976 0.44
O 0.48413 1.92903 1.00593 -0.83
C 2.60278 0.93800 1.48857 0.49
C 2.49721 0.01522 0.44341 -0.17
O 1.54557 -0.06939 -0.36715 0.27
C 3.76011 0.92838 2.31060 -0.99
H 3.02326 3.55047 4.29217 0.44
H 0.98577 3.58159 2.89031 0.53
H 3.31885 -0.69060 0.28859 0.42
H 4.53344 0.18662 2.14122 0.48
S -0.88222 -1.34261 -1.63913 -0.48
C 0.22729 -1.30593 -2.95156 -0.20
N 0.71593 -2.48532 -3.44535 0.09
C 1.88815 -2.43168 -4.30297 -0.62
C 1.65887 -1.37051 -5.34530 -0.89
N 1.41405 -0.10101 -4.68156 0.11
C 2.14795 1.05449 -5.20414 -1.77
C 3.62250 0.95793 -4.88373 0.67
C 4.05478 1.18280 -3.57734 -0.03
C 5.39734 1.06546 -3.25262 -0.75
C 6.32555 0.71890 -4.22874 -0.41
C 5.90404 0.49435 -5.53050 -0.69
C 4.55670 0.61511 -5.85444 -0.24
C 0.68135 -0.06930 -3.53169 0.66
S 0.31828 1.44085 -2.81297 -0.44
C 0.39637 -3.79198 -2.88089 -1.54
C 1.52165 -4.32734 -2.02210 0.41
C 2.11658 -5.55128 -2.29504 -0.56
C 3.16261 -6.02137 -1.50807 -0.57
C 3.62612 -5.26262 -0.44465 -0.62
C 3.03719 -4.03331 -0.16773 -0.69
C 1.99203 -3.56722 -0.95093 1.18
H 2.03172 -3.40871 -4.76129 0.52
H 2.78514 -2.18778 -3.72388 0.26
H 0.80810 -1.64375 -5.97795 0.33
H 2.54254 -1.27351 -5.97304 0.43
H 1.72603 1.94651 -4.75480 0.60
H 1.99209 1.10816 -6.28342 0.48
H 3.32484 1.45113 -2.81980 0.44
H 5.72559 1.25686 -2.23820 0.44
H 7.37485 0.63228 -3.97467 0.38
H 6.62248 0.23161 -6.29818 0.37
H 4.23181 0.45185 -6.87771 0.41
H 0.19032 -4.48057 -3.70385 0.45
H -0.50797 -3.68884 -2.28997 0.50
H 1.75754 -6.14706 -3.12857 0.38
H 3.61546 -6.98000 -1.72956 0.38
H 4.44082 -5.62618 0.16892 0.40
H 3.39306 -3.43978 0.66665 0.48
H 1.52569 -2.61001 -0.73513 -0.45
O -2.96811 2.12984 -2.12685 -0.66
C -2.87666 1.37234 -1.19050 0.54
O -1.84182 1.35696 -0.34669 0.38
C -3.95169 0.36356 -0.87005 -0.28
C -4.60137 0.46776 0.51867 -1.45
Ge -3.55315 0.89903 2.12129 1.19
C -3.08375 2.78941 2.25832 0.51
C -2.36289 3.26062 3.35535 -0.28
C -2.11524 4.61752 3.51387 -0.63
C -2.58406 5.52411 2.57140 -0.53
C -3.30415 5.06884 1.47627 -0.78
C -3.55321 3.71039 1.32341 -0.07
C -2.09389 -0.33760 2.51442 -0.18
C -1.54805 -0.37911 3.79877 -0.15
C -0.48009 -1.21956 4.09226 -0.97
C 0.05866 -2.03188 3.10210 -0.51
C -0.48319 -2.01181 1.82334 -0.76
C -1.55180 -1.17178 1.53670 -0.10
C -4.89574 0.65576 3.55232 0.05
C -5.89459 1.62476 3.68358 -0.54
C -6.90969 1.48873 4.62072 -0.69
C -6.93971 0.37701 5.45383 -0.46
C -5.95571 -0.59433 5.34015 -0.64
C -4.94593 -0.45571 4.39411 -0.29
H -3.48959 -0.62069 -0.99103 0.07
H -4.70212 0.47682 -1.64782 0.46
H -5.08562 -0.48027 0.76072 0.64
H -5.39845 1.21712 0.50551 0.47
H -2.00260 2.56048 4.10348 0.18
H -1.55962 4.97147 4.37547 0.45
H -2.38958 6.58279 2.69167 0.38
H -3.67430 5.77055 0.73890 0.42
H -4.10621 3.37411 0.45311 0.26
H -1.97093 0.23895 4.58429 0.45
H -0.06927 -1.24116 5.09467 0.41
H 0.89647 -2.68059 3.32888 0.44
H -0.08125 -2.65350 1.04716 0.63
H -1.98982 -1.19789 0.54786 0.33
H -5.87002 2.50902 3.05224 0.32
H -7.67619 2.25024 4.70393 0.40
H -7.72832 0.26922 6.18921 0.37
H -5.97589 -1.46347 5.98797 0.40
H -4.19197 -1.23150 4.30862 0.31
```

Computed properties:
Net charge: 0
HOMO energy (alpha / beta) in eV: -6.61 / -8.22
LUMO (alpha / beta) in Ha: -0.0452 / -0.0384
Frontier orbital gap (alpha / beta) in hartree: 0.198 / 0.264
Multiplicity: 6
DFT total energy in eV: -181569.0828
Energy relative to the best compared isomer or geometry (same formula, charge and spin) in eV: 1.7315

Question: Which of these has the highest DFT total energy?
Answer: C46H40N3O3PS2SeSr

Question: Which of these has the lowest multiplicity?
Answer: C46H40N3O3PS2SeSr

Question: What is the net charge in the third record?
Answer: 0

Question: Which value of multiplicity does entry 2 give?
Answer: 1